DFT (ωB97M-V with the def2-TZVPD basis set) results for a single C5H7N molecule.

Its energy above the lowest of the compared OMol25 structures with the same formula, charge and spin is 210.5 kJ/mol. The value obtained for the HOMO-LUMO gap is 9.2174 eV. The calculation puts the molar mass at 81.12 g/mol.

```
! wB97M-V def2-TZVPD RIJCOSX def2/J DEFGRID3
* xyz 0 1
N -1.760 -0.834 -0.199
C -2.087 0.355 0.293
C 1.813 0.160 0.027
C -0.364 -1.103 -0.350
C -0.723 1.027 0.368
C 0.323 -0.015 0.002
H 2.172 0.410 1.034
H -2.465 -1.515 -0.446
H 2.128 0.976 -0.635
H -0.028 -2.079 -0.689
H 2.334 -0.750 -0.294
H -0.805 1.799 -0.419
H -0.536 1.567 1.308
*
```

---

DFT (ωB97M-V with the def2-TZVPD basis set) results for a single C3HFN2O2 molecule in a non-equilibrium geometry.

Its energy above the lowest of the compared OMol25 structures with the same formula, charge and spin is 151.9 kJ/mol. The structure (SMILES) is O=c1cc(F)nno1. The value obtained for the HOMO-LUMO gap is 9.9726 eV. The calculation puts the molar mass at 116.05 g/mol.

```
! wB97M-V def2-TZVPD RIJCOSX def2/J DEFGRID3
* xyz 0 1
F -2.347 -0.598 -0.005
O 2.332 -0.685 -0.007
O 1.147 1.206 -0.003
N -1.120 1.285 -0.006
N -0.046 1.900 0.002
C -0.034 -0.871 0.001
C 1.257 -0.189 0.001
C -1.130 -0.102 0.000
H -0.060 -1.946 0.016
*
```

---

DFT (ωB97M-V with the def2-TZVPD basis set) results for a gas-phase ion, C21H21Cl2N2O2 (charge +1).

Its energy above the lowest of the compared OMol25 structures with the same formula, charge and spin is 15.3 kJ/mol. The structure (SMILES) is COc1cc(C[NH2+]Cc2ccccn2)ccc1OCc1ccc(Cl)cc1Cl. The value obtained for the HOMO-LUMO gap is 8.5488 eV. The calculation puts the molar mass at 404.32 g/mol.

```
! wB97M-V def2-TZVPD RIJCOSX def2/J DEFGRID3
* xyz 1 1
Cl 4.299 2.494 5.136
Cl 3.793 0.047 0.406
O 1.868 2.822 -1.084
O 1.135 0.599 -2.915
N -3.832 -3.379 0.468
N -2.247 -1.577 0.932
C 3.791 1.520 1.317
C 1.199 1.684 -0.691
C 0.898 0.645 -1.591
C 4.020 2.596 3.440
C 3.265 2.845 -0.780
C 1.671 1.706 -3.617
C 0.788 1.574 0.634
C 3.561 2.745 0.692
C 4.023 1.436 2.680
C -4.669 -2.717 -1.659
C -5.379 -4.776 -0.653
C 0.260 -0.495 -1.091
C -4.558 -4.485 0.424
C 0.148 0.446 1.106
C -3.881 -2.513 -0.541
C -3.000 -1.302 -0.311
C -5.433 -3.877 -1.709
C -0.796 -1.848 0.736
C 3.567 3.889 1.483
C 3.793 3.828 2.845
C -0.096 -0.614 0.240
H -3.615 -0.405 -0.206
H 0.992 2.398 1.299
H 1.133 2.626 -3.389
H -6.061 -4.074 -2.563
H 3.796 4.726 3.442
H 1.550 1.456 -4.671
H -4.470 -5.145 1.275
H -0.384 -2.163 1.696
H -4.688 -1.998 -2.462
H 4.208 0.480 3.142
H -2.315 -1.139 -1.146
H -2.785 -2.493 1.231
H 2.733 1.840 -3.403
H 3.387 4.845 1.015
H 3.775 2.034 -1.316
H 0.088 -1.299 -1.790
H -0.129 0.386 2.148
H -0.698 -2.667 0.022
H -5.960 -5.682 -0.665
H -2.350 -0.827 1.616
H 3.603 3.806 -1.170
*
```

---

DFT (ωB97M-V with the def2-TZVPD basis set) results for a molecular structure, C8H26AgO8 in a non-equilibrium geometry.

Its energy above the lowest of the compared OMol25 structures with the same formula, charge and spin is 523.6 kJ/mol. The value obtained for the HOMO-LUMO gap is 5.5983 eV. The calculation puts the molar mass at 358.16 g/mol.

```
! wB97M-V def2-TZVPD RIJCOSX def2/J DEFGRID3
* xyz 1 1
Ag -9.202 -13.208 -18.498
O -6.259 -19.193 -20.110
O -8.726 -16.982 -20.382
O -13.268 -12.378 -18.394
O -8.797 -16.538 -15.127
O -9.090 -9.230 -19.352
O -7.690 -7.171 -17.542
O -7.579 -18.624 -14.004
O -7.929 -11.429 -14.165
C -7.339 -18.894 -19.329
C -7.211 -7.708 -18.783
C -8.423 -8.030 -19.719
C -8.985 -18.771 -14.113
C -13.815 -12.475 -19.648
C -9.527 -17.388 -14.175
C -8.654 -18.352 -19.991
C -6.918 -11.133 -13.208
H -14.898 -12.356 -19.665
H -6.860 -11.780 -12.332
H -6.752 -6.824 -19.225
H -7.279 -19.534 -14.058
H -10.564 -17.174 -14.432
H -9.348 -19.424 -13.319
H -13.611 -13.534 -19.804
H -7.008 -10.121 -12.812
H -8.553 -18.831 -20.965
H -7.958 -17.004 -15.106
H -9.286 -16.779 -13.303
H -5.919 -11.344 -13.590
H -8.030 -12.381 -14.088
H -7.058 -18.296 -18.462
H -13.960 -12.744 -17.839
H -7.650 -19.780 -18.776
H -7.874 -8.172 -20.650
H -8.125 -7.862 -17.038
H -10.011 -9.020 -19.525
H -8.171 -16.833 -21.151
H -6.536 -8.564 -18.771
H -9.568 -18.470 -19.409
H -5.818 -18.350 -20.241
H -9.068 -7.155 -19.798
H -9.401 -19.344 -14.941
H -13.316 -11.908 -20.434
*
```

---

DFT (ωB97M-V with the def2-TZVPD basis set) results for a gas-phase ion, C7H14N4 (charge +2) in a non-equilibrium geometry.

Its energy above the lowest of the compared OMol25 structures with the same formula, charge and spin is 600.6 kJ/mol. The value obtained for the HOMO-LUMO gap is 8.1698 eV. The calculation puts the molar mass at 154.22 g/mol.

```
! wB97M-V def2-TZVPD RIJCOSX def2/J DEFGRID3
* xyz 2 1
N -0.245 -0.697 -0.128
N 0.162 1.816 -0.082
N 0.455 -1.635 0.604
N 2.906 1.373 -0.226
C -1.235 2.198 0.133
C -0.464 -1.062 -1.529
C -2.132 0.917 0.023
C 2.175 0.448 0.086
C 0.737 0.773 -0.108
C -1.407 -0.286 0.667
C 2.469 -0.915 0.445
H -1.296 -0.108 1.769
H 0.227 -2.621 0.359
H 2.993 -1.690 -0.236
H 0.146 -0.375 -2.096
H -1.543 -0.880 -1.875
H -0.173 -2.169 -1.763
H 2.645 -0.931 1.522
H 0.088 -1.606 1.593
H -1.353 2.387 1.183
H -2.424 0.832 -1.080
H -2.946 1.022 0.693
H 3.913 1.241 -0.059
H -1.457 3.072 -0.475
H -2.241 -1.104 0.581
*
```

---

DFT (ωB97M-V with the def2-TZVPD basis set) results for a molecular structure, C16H18N5O2RuS in a non-equilibrium geometry.

Its energy above the lowest of the compared OMol25 structures with the same formula, charge and spin is 201.0 kJ/mol. Its expectation value of S² is 6.0392. The value obtained for the HOMO-LUMO gap (alpha / beta) is 6.6839 / 5.1085 eV. The calculation puts the molar mass at 445.49 g/mol.

```
! wB97M-V def2-TZVPD RIJCOSX def2/J DEFGRID3
* xyz 3 5
Ru -0.156 -1.507 -0.235
S 1.027 0.057 1.131
O -0.350 2.113 -1.647
O -1.238 0.107 -1.197
N -1.297 -3.043 -0.918
N 1.391 -1.585 -1.852
N -0.949 0.379 2.861
N 0.089 2.329 2.243
N -3.532 -4.599 2.931
C -2.733 -4.659 -1.867
C -2.752 -4.292 0.508
C 1.101 3.197 1.866
C 3.430 3.696 1.459
C -1.770 -3.331 0.290
C -1.754 -3.676 -1.994
C 0.767 4.545 1.610
C -0.016 0.993 2.149
C 3.097 5.035 1.218
C 0.184 0.251 -3.079
C -3.215 -4.504 1.838
C -0.560 0.950 -1.841
C 2.452 2.792 1.796
C 1.755 5.433 1.257
C -3.239 -4.974 -0.618
C 1.505 -0.309 -2.574
H -0.478 -0.515 -3.489
H 0.350 1.047 -3.804
H 2.293 -1.827 -1.421
H 3.881 5.762 1.057
H 1.990 0.424 -1.919
H 1.497 6.447 0.983
H -0.721 2.797 2.653
H 2.734 1.797 2.109
H 1.178 -2.336 -2.517
H -1.044 -0.631 2.857
H -1.357 -3.404 -2.963
H -0.262 4.868 1.639
H -1.493 0.859 3.572
H -1.316 -2.758 1.151
H -3.098 -5.164 -2.751
H -4.016 -5.719 -0.504
H 4.467 3.395 1.464
H 2.156 -0.439 -3.454
*
```

---

DFT (ωB97M-V with the def2-TZVPD basis set) results for a single C43H36F6N2O5S2 molecule in a non-equilibrium geometry.

The value obtained for the HOMO-LUMO gap is 8.1307 eV. The calculation puts the molar mass at 838.89 g/mol.

```
! wB97M-V def2-TZVPD RIJCOSX def2/J DEFGRID3
* xyz 0 1
S 1.025 -4.940 5.711
S 3.407 -5.007 3.978
F 2.229 -3.214 -2.978
F -6.606 -0.104 3.187
F -7.108 -2.003 4.161
F -5.682 -1.953 2.491
F 4.075 -2.814 -4.098
F 2.151 -2.001 -4.807
O 2.120 -2.644 4.549
O 4.286 -4.423 2.972
O -0.432 -4.864 5.618
O 1.583 -6.287 5.795
O 3.833 -4.915 5.374
N 3.982 -1.546 -1.708
N -3.901 -0.330 3.796
C -0.921 -2.512 4.387
C 2.815 -7.220 2.376
C -4.541 3.100 5.057
C 1.956 -2.744 1.864
C 3.329 -1.929 -0.510
C 3.492 -7.744 4.626
C 1.564 -4.081 7.245
C -0.219 -2.519 3.178
C 0.978 -2.854 7.547
C -2.690 -1.038 3.541
C 3.166 -1.067 -2.843
C 6.394 -2.060 -1.628
C 2.743 -9.501 3.151
C 1.881 -1.411 1.380
C -4.944 -1.069 4.535
C 2.780 -3.589 1.140
C -4.262 3.854 3.935
C 2.743 -4.148 9.310
C 2.268 -2.857 9.584
C -3.880 3.234 2.753
C 7.716 -1.618 -1.673
C -4.417 1.726 5.010
C -6.095 -1.298 3.614
C -2.130 -1.828 4.565
C 3.525 -3.220 0.023
C 6.933 0.690 -1.771
C 2.443 -1.036 0.145
C -0.873 -1.853 2.114
C 2.886 -2.255 -3.704
C 3.223 -6.808 3.634
C 3.268 -2.177 5.205
C 3.249 -9.098 4.397
C -3.981 1.079 3.848
C 5.623 0.235 -1.805
C 0.990 -3.505 2.855
C 5.337 -1.133 -1.675
C 7.960 -0.248 -1.712
C 1.793 -3.790 3.980
C -2.040 -1.094 2.280
C -3.713 1.849 2.704
C 1.387 -2.219 8.709
C 2.382 -4.779 8.121
C 2.531 -8.559 2.142
H 2.931 -1.185 5.478
H 2.142 -8.864 1.171
H -4.550 -2.023 4.846
H 2.730 -6.488 1.556
H 8.522 -2.361 -1.695
H 0.190 -2.445 6.912
H 8.985 0.086 -1.739
H 4.168 -2.132 4.579
H 2.485 -10.546 2.988
H 3.456 -9.822 5.186
H 3.731 -0.333 -3.412
H -0.652 -3.153 5.207
H -3.704 3.824 1.858
H 2.232 -0.670 -2.466
H 3.925 -7.423 5.590
H 2.631 -2.320 10.478
H -4.388 4.933 3.973
H 2.779 -4.645 1.405
H 7.132 1.761 -1.811
H 2.255 -0.059 -0.331
H -2.532 -0.571 1.437
H -0.478 -1.914 1.095
H -3.382 1.327 1.790
H -4.598 1.119 5.899
H 3.384 -4.672 10.027
H -2.659 -1.897 5.523
H 4.781 0.931 -1.843
H 3.307 -2.800 6.078
H 6.133 -3.121 -1.538
H -5.306 -0.481 5.368
H 0.979 -1.218 8.933
H 0.712 -4.545 2.677
H -4.854 3.547 5.981
H 1.292 -0.632 1.864
H 4.194 -3.928 -0.501
H 2.675 -5.815 7.921
*
```

---

DFT (ωB97M-V with the def2-TZVPD basis set) results for a molecular structure, C3H5ClI2 in a non-equilibrium geometry.

Its energy above the lowest of the compared OMol25 structures with the same formula, charge and spin is 179.9 kJ/mol. The value obtained for the HOMO-LUMO gap is 8.4534 eV. The calculation puts the molar mass at 330.33 g/mol.

```
! wB97M-V def2-TZVPD RIJCOSX def2/J DEFGRID3
* xyz 0 1
I -1.756 1.970 0.034
I -2.729 -1.659 0.262
Cl -1.644 -0.109 -2.255
C 1.292 0.451 0.669
C 0.559 -0.650 -0.018
C -1.434 -0.109 -0.572
H 1.417 1.503 0.139
H 0.690 -0.788 -1.081
H 2.321 0.229 0.801
H 0.520 -1.639 0.391
H 0.765 0.802 1.629
*
```